# C21H15F6IIrN8P

C21H15F6IIrN8P as an isolated structure at a distorted geometry (ωB97M-V/def2-TZVPD, the Open Molecules 2025 dataset).

Cartesian coordinates (Å):
Ir  0.659  1.327  0.459
C  -3.873  2.709  -0.675
C  -2.491  2.765  -0.339
N  -1.786  1.652  -0.122
C  -2.457  0.499  -0.239
C  -3.817  0.472  -0.490
N  -4.521  1.566  -0.756
C  -1.723  -0.752  -0.219
C  -2.274  -2.003  -0.540
C  -1.492  -3.162  -0.603
C  -0.108  -2.999  -0.364
C  0.402  -1.755  0.043
N  -0.419  -0.697  0.031
C  1.804  -1.537  0.330
C  2.789  -2.475  0.115
N  4.053  -2.232  0.406
C  4.387  -1.062  0.908
C  3.425  -0.028  1.058
N  2.148  -0.302  0.778
C  -2.040  -4.529  -0.826
C  -1.208  -5.640  -1.036
C  -1.780  -6.955  -0.979
N  -3.050  -7.075  -1.139
C  -3.881  -6.081  -1.132
C  -3.402  -4.807  -0.719
H  -4.429  3.581  -1.005
H  -2.031  3.732  -0.290
H  -4.345  -0.449  -0.504
H  -3.326  -1.972  -0.760
H  0.608  -3.812  -0.399
H  2.526  -3.435  -0.268
H  5.441  -0.922  1.166
H  3.655  0.988  1.412
H  -0.128  -5.550  -1.114
H  -1.201  -7.811  -0.703
H  -4.884  -6.263  -1.521
H  -4.136  -4.051  -0.502
I  0.125  7.342  -1.331
C  0.414  5.600  -0.326
C  0.617  5.472  1.044
N  0.715  4.144  1.311
N  0.525  3.421  0.195
C  0.403  4.265  -0.806
H  0.796  6.288  1.732
H  1.192  3.636  2.045
H  0.245  3.819  -1.774
F  2.015  2.085  1.915
P  4.282  3.818  1.112
F  4.821  2.921  2.290
F  5.515  4.641  0.809
F  4.479  2.565  0.161
F  3.514  4.692  2.158
F  3.250  4.357  0.005

Expectation value of S²: 8.79
Molar mass in g mol⁻¹: 843.5
Energy relative to the best compared isomer or geometry (same formula, charge and spin) in kJ/mol: 139.9
Total charge: +3
Multiplicity: 6

***

# C21H15N6OTl

C21H15N6OTl as an isolated structure (ωB97M-V/def2-TZVPD, the Open Molecules 2025 dataset).

Cartesian coordinates (Å):
Tl  -1.971  -1.045  -0.502
N  6.205  5.481  0.134
C  5.297  4.781  0.068
C  4.159  3.903  -0.014
C  3.414  3.848  -1.188
C  2.319  3.003  -1.264
C  1.971  2.210  -0.176
C  2.719  2.268  0.994
C  3.811  3.114  1.080
C  0.787  1.302  -0.262
C  1.076  -0.050  -0.500
C  2.370  -0.593  -0.661
C  2.236  -1.951  -0.871
C  0.866  -2.225  -0.817
N  0.167  -1.106  -0.592
C  -0.449  1.902  -0.078
C  -0.711  3.275  0.204
C  -2.072  3.412  0.297
C  -2.608  2.114  0.109
N  -1.659  1.222  -0.113
H  3.692  4.464  -2.032
H  1.731  2.955  -2.171
H  2.442  1.650  1.838
H  4.396  3.168  1.988
H  3.286  -0.027  -0.633
H  3.019  -2.673  -1.037
H  0.351  -3.168  -0.920
H  0.034  4.048  0.308
H  -2.635  4.309  0.494
H  -3.650  1.825  0.135
C  -3.891  -1.323  -1.360
H  -4.625  -0.967  -0.644
H  -4.011  -2.385  -1.543
H  -3.945  -0.754  -2.284
N  -2.237  -5.881  0.176
C  -2.131  -4.557  0.429
O  -1.739  -3.774  -0.463
C  -2.490  -4.093  1.744
C  -2.349  -2.721  1.898
N  -2.180  -1.570  1.853
C  -2.988  -4.949  2.747
N  -3.406  -5.710  3.508
H  -2.030  -6.202  -0.752
H  -2.571  -6.526  0.870

Molar mass in g mol⁻¹: 571.8
Energy relative to the best compared isomer or geometry (same formula, charge and spin) in kJ/mol: 0.0
Total charge: 0

***

# C21H16BF2IrNPSSe2

C21H16BF2IrNPSSe2 as an isolated structure (ωB97M-V/def2-TZVPD, the Open Molecules 2025 dataset).

Cartesian coordinates (Å):
Ir  0.119  -0.023  0.551
Se  2.537  -0.070  -0.185
P  2.067  1.807  -1.198
Se  0.010  2.175  -0.526
C  2.140  1.591  -2.981
C  1.005  1.527  -3.779
C  1.141  1.326  -5.145
C  2.400  1.187  -5.706
C  3.536  1.252  -4.907
C  3.410  1.457  -3.545
C  3.181  3.152  -0.792
C  3.009  4.363  -1.465
C  3.836  5.431  -1.170
C  4.837  5.289  -0.214
C  5.009  4.084  0.449
C  4.177  3.010  0.166
H  0.021  1.636  -3.342
H  0.259  1.279  -5.770
H  2.502  1.032  -6.771
H  4.518  1.145  -5.346
H  4.297  1.513  -2.924
H  2.242  4.469  -2.223
H  3.709  6.372  -1.687
H  5.488  6.123  0.009
H  5.793  3.976  1.187
H  4.306  2.069  0.685
S  -4.124  0.369  1.998
C  -4.166  0.492  0.294
C  -2.940  0.375  -0.294
C  -1.913  0.168  0.662
C  -2.427  0.123  1.945
C  -1.493  -0.115  3.008
C  -1.732  -0.176  4.380
C  -0.678  -0.383  5.240
C  0.618  -0.520  4.738
C  0.812  -0.453  3.383
N  -0.223  -0.260  2.534
H  -5.113  0.644  -0.200
H  -2.789  0.422  -1.362
H  -2.741  -0.055  4.750
H  -0.855  -0.434  6.306
H  1.464  -0.681  5.390
H  1.786  -0.552  2.924
F  -1.451  -2.163  -0.884
B  -0.356  -1.875  -0.218
F  0.573  -2.811  -0.101

Expectation value of S²: 0.76
Molar mass in g mol⁻¹: 744.4
Energy relative to the best compared isomer or geometry (same formula, charge and spin) in kJ/mol: 0.0
Total charge: +1
Multiplicity: 2